Record 1
The following is a quantum chemistry calculation of C42H50AsCoFGe2N4O8S4 as an isolated structure, from the OMol25 dataset.

Geometry (Å):
Co -0.60 0.75 -0.87
S -0.47 0.72 1.39
C 1.22 0.82 1.74
N 1.65 0.75 3.04
C 3.06 0.59 3.27
C 3.81 1.51 2.30
N 3.45 1.15 0.96
C 4.49 1.22 -0.05
C 5.49 0.13 0.21
C 5.09 -1.20 0.10
C 5.96 -2.22 0.44
C 7.24 -1.94 0.88
C 7.65 -0.62 0.98
C 6.78 0.40 0.64
C 2.13 0.92 0.69
S 1.60 0.80 -0.96
C 0.77 0.67 4.18
C 0.93 1.88 5.07
C 1.29 1.77 6.41
C 1.49 2.90 7.18
C 1.34 4.16 6.61
C 0.98 4.27 5.28
C 0.77 3.14 4.52
H 3.38 -0.44 3.09
H 3.28 0.87 4.30
H 4.89 1.38 2.43
H 3.55 2.56 2.52
H 4.98 2.20 0.00
H 4.02 1.11 -1.03
H 4.09 -1.42 -0.24
H 5.62 -3.25 0.35
H 7.91 -2.74 1.15
H 8.65 -0.40 1.32
H 7.12 1.43 0.71
H 0.98 -0.25 4.74
H -0.25 0.62 3.79
H 1.41 0.79 6.85
H 1.77 2.81 8.22
H 1.51 5.05 7.21
H 0.85 5.25 4.84
H 0.48 3.23 3.48
O 0.77 1.48 -5.00
S 0.28 2.06 -3.76
O 1.33 2.44 -2.86
O -0.82 2.99 -3.96
S -0.76 0.42 -2.97
C -5.20 -0.82 -0.48
As -4.07 0.66 0.07
C -5.18 2.28 -0.06
C -3.93 0.60 2.02
O -2.60 0.49 -0.60
H -6.21 -0.68 -0.09
H -4.78 -1.75 -0.11
H -5.21 -0.82 -1.57
H -6.06 2.12 0.57
H -5.49 2.47 -1.08
H -4.62 3.14 0.33
H -4.92 0.69 2.47
H -3.31 1.45 2.33
H -3.46 -0.31 2.35
F -3.15 5.07 -6.38
C -3.41 4.09 -5.49
C -2.97 4.19 -4.21
N -3.31 3.28 -3.27
C -2.82 3.44 -1.92
C -1.26 3.71 -1.72
O -0.86 4.84 -1.91
O -0.67 2.77 -1.13
C -4.03 2.16 -3.58
O -4.41 1.33 -2.76
N -4.41 2.06 -4.90
C -4.19 2.97 -5.94
O -4.67 2.76 -7.04
H -2.34 5.00 -3.88
H -3.04 2.52 -1.39
H -3.34 4.30 -1.46
H -4.92 1.22 -5.14
C -0.22 -4.70 -3.12
Ge -0.30 -2.66 -3.19
C -1.93 -2.39 -4.32
C 1.28 -2.15 -4.30
Ge -0.32 -1.60 -0.89
C -1.86 -2.52 0.05
C -2.13 -2.35 1.40
C -3.14 -3.07 2.03
C -3.89 -3.99 1.31
C -3.65 -4.14 -0.05
C -2.65 -3.41 -0.67
C 1.17 -2.51 0.16
C 1.30 -2.41 1.55
C 2.27 -3.14 2.23
C 3.11 -3.99 1.54
C 3.00 -4.09 0.17
C 2.05 -3.35 -0.51
H -0.12 -5.06 -4.14
H -1.13 -5.13 -2.71
H 0.61 -5.08 -2.54
H -1.78 -2.90 -5.28
H -2.07 -1.34 -4.51
H -2.83 -2.79 -3.87
H 1.26 -2.71 -5.23
H 2.22 -2.36 -3.80
H 1.24 -1.10 -4.54
H -1.54 -1.64 1.97
H -3.33 -2.93 3.09
H -4.67 -4.56 1.79
H -4.24 -4.84 -0.63
H -2.47 -3.53 -1.72
H 0.64 -1.76 2.10
H 2.35 -3.04 3.31
H 3.85 -4.57 2.08
H 3.65 -4.76 -0.38
H 1.99 -3.42 -1.59

## Properties
Kohn-Sham gap (alpha / beta) ... 0.186 / 0.186 Ha
Highest occupied orbital energy (alpha / beta) ... -4.647 / -4.647 eV
2S+1 ... 1
LUMO energy (alpha / beta) ... 0.403 / 0.409 eV
Total charge ... -1

Record 2
The following is a quantum chemistry calculation of C42H50AsF6KN8OSSi as an isolated structure, from the OMol25 dataset.

Geometry (Å):
K -0.35 -0.52 -1.60
C 5.71 -2.76 0.76
C 5.67 -1.33 0.22
N 4.51 -0.60 0.67
C 3.30 -0.79 0.03
S 1.94 0.06 0.85
N 3.20 -1.52 -1.00
N 2.11 -1.54 -1.78
C 1.81 -2.68 -2.34
C 2.59 -3.93 -2.00
C 0.76 -2.70 -3.32
C 0.14 -3.88 -3.76
C -0.89 -3.82 -4.66
C -1.28 -2.58 -5.17
C -0.59 -1.47 -4.73
N 0.38 -1.50 -3.83
H 6.55 -3.30 0.36
H 4.79 -3.27 0.47
H 5.78 -2.75 1.85
H 5.63 -1.34 -0.87
H 6.55 -0.77 0.54
H 4.43 -0.53 1.68
H 2.69 -4.00 -0.92
H 3.59 -3.84 -2.42
H 2.13 -4.83 -2.38
H 0.46 -4.85 -3.40
H -1.39 -4.72 -4.99
H -2.09 -2.49 -5.87
H -0.81 -0.49 -5.14
C 2.76 1.66 1.20
Si 2.04 3.22 0.35
C 1.91 3.09 -1.55
N 0.81 2.28 -2.04
C -0.48 2.96 -1.89
C -1.31 2.99 -3.17
C -0.52 3.62 -4.31
C 0.88 2.99 -4.42
C 1.04 1.85 -3.40
C 3.45 4.42 0.79
C 4.36 4.95 -0.13
C 5.43 5.72 0.27
C 5.62 5.99 1.62
C 4.73 5.49 2.55
C 3.66 4.73 2.14
C 0.53 3.97 1.20
C -0.15 3.36 2.25
C -1.23 3.98 2.86
C -1.67 5.21 2.41
C -1.00 5.83 1.36
C 0.09 5.22 0.78
H 2.78 1.79 2.28
H 3.78 1.54 0.86
H 2.84 2.65 -1.92
H 1.87 4.12 -1.95
H -0.32 4.01 -1.59
H -1.05 2.48 -1.10
H -2.22 3.57 -2.98
H -1.62 1.98 -3.45
H -0.42 4.70 -4.13
H -1.06 3.50 -5.25
H 1.65 3.74 -4.23
H 1.05 2.59 -5.42
H 2.05 1.43 -3.47
H 0.35 1.04 -3.64
H 4.22 4.73 -1.18
H 6.12 6.11 -0.46
H 6.48 6.56 1.94
H 4.87 5.70 3.61
H 2.95 4.35 2.87
H 0.18 2.39 2.59
H -1.74 3.49 3.68
H -2.52 5.68 2.86
H -1.34 6.80 1.00
H 0.62 5.73 -0.02
N -3.22 -4.51 4.63
C -4.28 -5.24 5.09
C -4.55 -5.84 6.30
C -5.75 -6.52 6.42
C -6.65 -6.60 5.36
C -6.39 -6.00 4.14
C -5.18 -5.31 3.99
N -4.66 -4.66 2.92
C -3.49 -4.19 3.31
C -2.59 -3.47 2.46
C -2.91 -3.27 1.10
C -2.01 -2.63 0.29
N -0.83 -2.15 0.70
C -0.54 -2.32 2.00
C -1.35 -2.96 2.90
H -2.39 -4.27 5.14
H -3.85 -5.80 7.12
H -5.99 -7.01 7.35
H -7.57 -7.14 5.49
H -7.08 -6.06 3.31
H -3.86 -3.62 0.73
H -2.23 -2.49 -0.76
H 0.42 -1.91 2.31
H -1.03 -3.05 3.93
C -2.45 0.85 0.93
O -1.09 0.73 0.57
H -2.55 1.52 1.79
H -2.89 -0.11 1.17
H -3.01 1.28 0.09
H -0.82 -0.17 0.80
F -2.26 0.14 -2.13
As -3.87 -0.37 -2.66
F -3.25 -2.00 -2.94
F -3.43 0.07 -4.31
F -5.46 -0.87 -3.19
F -4.42 1.28 -2.40
F -4.26 -0.79 -1.01

## Properties
Kohn-Sham gap (alpha / beta) ... 0.104 / 0.217 Ha
Highest occupied orbital energy (alpha / beta) ... -1.524 / -4.621 eV
Relative energy (zero: lowest compared OMol25 entry of this formula, charge and spin) ... 1.552 eV
2S+1 ... 2
LUMO energy (alpha / beta) ... 1.295 / 1.297 eV
Total charge ... -1
⟨S²⟩ ... 0.775

Record 3
The following is a quantum chemistry calculation of C42H50HfN6P2S3 as an isolated structure, from the OMol25 dataset.

Geometry (Å):
Hf 0.21 0.20 0.70
C 3.05 0.65 2.33
P 1.92 -0.80 2.57
C 2.86 -2.26 2.12
C 2.17 -3.41 1.73
C 2.86 -4.54 1.34
C 4.25 -4.53 1.34
C 4.95 -3.40 1.73
C 4.25 -2.26 2.13
C 1.56 -0.81 4.34
C 1.95 -1.89 5.13
C 1.70 -1.86 6.50
C 1.07 -0.77 7.07
C 0.68 0.31 6.28
C 0.92 0.29 4.91
C 2.24 1.91 2.19
C 2.56 3.21 2.40
C 1.41 4.00 2.10
C 0.42 3.15 1.73
C -1.01 3.38 1.35
P -1.44 2.29 -0.08
C -0.78 3.18 -1.51
C 0.54 2.96 -1.90
C 1.08 3.69 -2.96
C 0.30 4.63 -3.62
C -1.02 4.84 -3.24
C -1.56 4.12 -2.18
C -3.24 2.28 -0.14
C -3.96 3.39 0.33
C -5.34 3.38 0.31
C -6.03 2.27 -0.17
C -5.33 1.17 -0.63
C -3.94 1.17 -0.62
N 0.90 1.83 1.77
H 3.73 0.72 3.18
H 3.64 0.45 1.43
H 1.08 -3.42 1.73
H 2.33 -5.43 1.04
H 4.80 -5.41 1.03
H 6.03 -3.39 1.72
H 4.81 -1.39 2.43
H 2.45 -2.74 4.69
H 2.01 -2.69 7.11
H 0.89 -0.75 8.13
H 0.20 1.17 6.73
H 0.64 1.15 4.31
H 3.52 3.58 2.74
H 1.34 5.07 2.16
H -1.70 3.18 2.17
H -1.16 4.42 1.05
H 1.17 2.22 -1.41
H 2.10 3.51 -3.26
H 0.72 5.19 -4.44
H -1.63 5.56 -3.76
H -2.59 4.28 -1.90
H -3.44 4.26 0.70
H -5.89 4.24 0.67
H -7.11 2.27 -0.17
H -5.86 0.31 -1.02
H -3.40 0.32 -1.02
N -1.39 0.00 2.47
C -2.74 -0.63 2.43
C -2.69 -2.14 2.24
C -2.82 -2.65 0.80
C -1.53 -2.87 0.05
N -0.85 -1.61 -0.37
H -0.89 -0.40 3.27
H -1.52 0.98 2.73
H -3.31 -0.15 1.63
H -3.25 -0.39 3.37
H -3.50 -2.57 2.83
H -1.77 -2.53 2.69
H -3.47 -1.97 0.23
H -3.34 -3.61 0.81
H -1.71 -3.45 -0.85
H -0.82 -3.43 0.66
H -1.47 -1.12 -1.03
H -0.09 -1.88 -1.01
C 0.14 0.78 -5.28
C -1.07 1.15 -4.42
S -1.50 -0.01 -3.11
C -2.01 -1.50 -3.98
C -0.92 -2.44 -4.53
S 0.43 -2.81 -3.38
C 1.89 -2.61 -4.43
C 2.03 -1.30 -5.22
S 1.62 0.25 -4.38
H 0.39 1.65 -5.89
H -0.13 -0.02 -5.98
H -1.95 1.28 -5.06
H -0.90 2.09 -3.91
H -2.66 -1.20 -4.80
H -2.64 -2.05 -3.28
H -0.49 -2.02 -5.43
H -1.40 -3.38 -4.81
H 1.93 -3.44 -5.13
H 2.72 -2.74 -3.74
H 1.44 -1.35 -6.13
H 3.07 -1.24 -5.54
N 5.80 -2.31 -1.35
C 4.70 -1.98 -1.43
N 3.42 -1.68 -1.55
C 2.63 -0.92 -1.02
N 1.75 -0.22 -0.59

## Properties
Kohn-Sham gap ... 0.257 Ha
Highest occupied orbital energy ... -12.832 eV
Relative energy (zero: lowest compared OMol25 entry of this formula, charge and spin) ... 0.000 eV
2S+1 ... 1
LUMO energy ... -5.836 eV
Total charge ... +2

Record 4
The following is a quantum chemistry calculation of C42H50IrN3O4 as an isolated structure, from the OMol25 dataset.

Geometry (Å):
Ir 0.05 -1.74 1.81
O 0.73 -3.14 2.99
C 2.06 -3.32 3.11
C 2.45 -4.52 3.72
C 3.78 -4.84 3.89
C 4.77 -3.97 3.46
C 4.40 -2.78 2.87
C 3.07 -2.43 2.67
C 2.78 -1.08 2.04
N 1.52 -0.59 2.46
N 1.41 0.69 2.72
C 0.10 1.00 2.88
O -0.83 0.17 2.75
C -0.23 2.41 3.19
C 0.77 3.37 3.37
C 0.42 4.69 3.63
C -0.92 5.05 3.72
C -1.91 4.10 3.54
C -1.57 2.78 3.28
H 1.66 -5.18 4.04
H 4.04 -5.78 4.36
H 5.82 -4.21 3.60
H 5.17 -2.08 2.57
H 3.55 -0.36 2.31
H 1.81 3.07 3.30
H 1.19 5.43 3.77
H -1.19 6.08 3.92
H -2.95 4.38 3.60
H -2.33 2.02 3.13
C 1.91 1.91 -4.79
C 1.23 2.42 -3.51
C 1.72 3.84 -3.21
C -0.28 2.48 -3.76
C 1.58 1.50 -2.34
C 0.64 0.78 -1.65
C 0.98 -0.05 -0.57
N -0.01 -0.82 0.05
C -1.37 -0.85 -0.18
C -2.19 0.24 -0.54
C -3.53 0.06 -0.76
C -4.05 -1.25 -0.69
C -3.34 -2.35 -0.28
C -2.00 -2.13 0.14
O -1.34 -2.96 0.87
C -4.04 -3.71 -0.16
C -3.07 -4.90 -0.15
C -4.98 -3.92 -1.36
C -4.87 -3.73 1.13
C -4.42 1.28 -1.00
C -4.44 2.14 0.28
C -5.86 0.89 -1.34
C -3.87 2.12 -2.16
C 2.35 -0.22 -0.24
O 2.75 -1.26 0.59
C 3.33 0.49 -0.96
C 2.90 1.35 -1.96
C 4.85 0.24 -0.86
C 5.66 1.40 -1.46
C 5.38 0.06 0.57
C 5.16 -1.04 -1.65
H 1.66 2.56 -5.63
H 1.58 0.90 -5.02
H 3.00 1.89 -4.68
H 1.47 4.51 -4.03
H 2.80 3.87 -3.06
H 1.25 4.23 -2.30
H -0.48 3.15 -4.61
H -0.81 2.88 -2.90
H -0.69 1.50 -4.01
H -0.39 0.80 -1.96
H -1.75 1.23 -0.56
H -5.10 -1.39 -0.92
H -2.39 -4.87 -1.00
H -3.66 -5.82 -0.22
H -2.48 -4.94 0.76
H -4.42 -3.90 -2.30
H -5.77 -3.18 -1.42
H -5.46 -4.90 -1.27
H -4.22 -3.57 2.00
H -5.37 -4.69 1.25
H -5.62 -2.94 1.13
H -4.82 1.56 1.12
H -5.07 3.01 0.14
H -3.43 2.48 0.54
H -6.34 0.35 -0.52
H -5.91 0.27 -2.24
H -6.44 1.79 -1.53
H -2.88 2.52 -1.93
H -4.53 2.97 -2.35
H -3.80 1.53 -3.07
H 3.65 1.90 -2.52
H 5.38 2.36 -1.02
H 5.57 1.47 -2.54
H 6.72 1.23 -1.25
H 5.09 0.90 1.21
H 6.47 0.03 0.54
H 5.04 -0.87 0.99
H 4.85 -0.92 -2.70
H 4.62 -1.89 -1.23
H 6.23 -1.25 -1.62

## Properties
Kohn-Sham gap (alpha / beta) ... 0.290 / 0.219 Ha
Highest occupied orbital energy (alpha / beta) ... -7.361 / -8.026 eV
Relative energy (zero: lowest compared OMol25 entry of this formula, charge and spin) ... 0.000 eV
2S+1 ... 5
LUMO energy (alpha / beta) ... 0.525 / -2.073 eV
Total charge ... 0
⟨S²⟩ ... 6.040

Calculated calculated total energy, -11916.501556 -6266.558351 -3883.910741 -2199.927288 a.u. (same order as the records).